(1)
Molecular formula: C5H10N2O
Method: DFT, wB97M-V/def2-TZVPD

Geometry as XYZ:
```
18
Properties=species:S:1:pos:R:3
C 0.86 -0.40 0.40
C 2.71 0.51 -1.10
C -1.91 0.72 -0.19
C -0.41 -0.93 0.99
C -1.47 0.16 1.15
N 1.37 -1.18 -0.47
N 3.93 0.84 -1.51
O 2.59 -0.83 -1.07
H -1.06 1.17 -0.70
H -2.32 -0.07 -0.82
H -2.67 1.48 -0.05
H -0.84 -1.78 0.43
H -0.14 -1.30 1.99
H -2.33 -0.25 1.68
H -1.05 0.97 1.76
H 1.07 -2.10 -0.83
H 4.65 0.16 -1.71
H 4.16 1.81 -1.63
```

Summary:
Total charge: 0
Spin multiplicity: 1
HOMO energy in Ha: -0.282
ΔE to the lowest compared entry with this formula, charge and spin in kcal per mole: 123.5
HOMO-LUMO gap in eV: 8.753

(2)
Molecular formula: C2ClN5
Method: DFT, wB97M-V/def2-TZVPD

Geometry as XYZ:
```
8
Properties=species:S:1:pos:R:3
C 1.18 1.05 0.02
C 0.29 -0.42 0.08
N 1.84 1.94 -0.21
N -0.60 -0.28 -1.10
N -0.67 -0.31 1.16
N -1.75 -0.15 -0.71
N -1.78 -0.10 0.71
Cl 1.49 -1.72 0.05
```

Summary:
Total charge: 0
SMILES: N#CC1(Cl)N=NN=N1
Spin multiplicity: 1
HOMO energy in Ha: -0.433
ΔE to the lowest compared entry with this formula, charge and spin in kcal per mole: 21.2
HOMO-LUMO gap in eV: 9.436

(3)
Molecular formula: C6H5O6PS2
Method: DFT, wB97M-V/def2-TZVPD

Geometry as XYZ:
```
20
Properties=species:S:1:pos:R:3
C 1.30 1.46 0.23
C 0.30 1.40 -0.78
C 1.58 0.36 1.03
C -0.69 0.41 -0.72
C 0.80 -0.77 0.82
C -0.62 -0.66 0.24
O -3.56 -0.34 -1.51
O 1.93 -2.90 -0.65
O -2.80 1.55 -0.14
O -4.75 0.17 0.55
O 3.45 -1.60 0.61
O 2.49 -0.57 -1.39
P -2.17 -0.99 1.04
S -3.46 0.21 -0.16
S 2.31 -1.52 -0.31
H 1.91 2.39 0.30
H 0.09 2.29 -1.35
H 2.56 0.27 1.62
H -1.60 0.36 -1.22
H 0.92 -1.51 1.76
```

Summary:
Total charge: -2
Spin multiplicity: 1
HOMO energy (spin up / spin down) in Ha: -0.029 / -0.027
ΔE to the lowest compared entry with this formula, charge and spin in kcal per mole: 26.1
HOMO-LUMO gap (spin up / spin down) in eV: 6.198 / 6.159